[1]
{"formula": "C3H3NO3S", "method": "ωB97M-V/def2-TZVPD", "energy_ev": -21624.9153, "lumo_ev": 0.137, "orbital_gap_ha": 0.3369, "multiplicity": 1, "species": ["S", "O", "O", "O", "N", "C", "C", "C", "H", "H", "H"], "positions_angstrom": [[0.831610, -1.446196, 0.407241], [0.792819, -2.150557, -1.051885], [1.511445, -0.073908, 0.190983], [1.498058, 2.327082, -0.629720], [-0.852459, -1.071851, 0.428465], [-0.615608, 1.359622, 0.184047], [0.661293, 1.663727, -0.186170], [-1.282680, 0.145698, 0.465670], [-2.403641, 0.146452, 0.691681], [1.092470, -3.066728, -0.980863], [-1.233309, 2.166654, 0.480547]], "atomic_forces_ev_per_a": [[-1.6302, 3.7215, -1.0668], [0.1962, -0.0658, 0.0366], [-0.2611, -2.6034, 0.3937], [-0.3270, -0.3934, 0.4605], [1.4144, -1.4654, 0.7827], [-0.3302, 0.1668, 0.6482], [-0.4446, -0.0808, -0.3571], [-0.1839, -1.1237, -0.2588], [1.5935, 0.6001, -0.4024], [0.1108, -0.0085, 0.0174], [-0.1379, 1.2525, -0.2540]]}

***

[2]
{"formula": "C5H7N2", "method": "ωB97M-V/def2-TZVPD", "energy_ev": -8266.8107, "charge": 1, "lumo_ev": -4.838, "orbital_gap_ha": 0.2831, "multiplicity": 1, "species": ["N", "N", "C", "C", "C", "C", "C", "H", "H", "H", "H", "H", "H", "H"], "positions_angstrom": [[1.420194, -0.522831, 1.918044], [-1.347105, -2.576387, -1.860184], [-0.573430, -2.024070, -0.836472], [0.826168, -1.000200, 1.064878], [0.195344, 2.794718, 1.393645], [1.199735, 2.468195, 0.607898], [0.097978, -1.551830, 0.042535], [-0.390995, 2.069123, 1.933926], [-1.770600, -3.461964, -1.533639], [-0.081963, 3.824267, 1.542151], [-2.104206, -1.920494, -2.122378], [1.776067, 3.216364, 0.092617], [1.511380, 1.451009, 0.446547], [-0.758567, -2.765899, -2.689569]], "atomic_forces_ev_per_a": [[0.3516, 0.1413, 0.5489], [-0.1335, -0.0505, -0.0641], [1.0531, 0.7127, 1.2788], [-0.0776, -0.1224, -0.0869], [-0.2023, 0.0647, 0.1116], [0.1829, -0.0068, -0.2353], [-1.0874, -0.7006, -1.3129], [-0.0375, -0.2114, 0.0844], [-0.0008, 0.1341, -0.2638], [-0.0487, 0.2136, 0.0285], [0.1214, -0.2554, -0.0842], [0.0994, 0.2151, -0.1083], [0.0426, -0.1097, 0.0283], [-0.2633, -0.0246, 0.0749]]}

***

[3]
{"formula": "C2H5NOS", "method": "ωB97M-V/def2-TZVPD", "energy_ev": -16523.8132, "lumo_ev": [-1.440, -1.444], "orbital_gap_ha": [0.3040, 0.3040], "multiplicity": 1, "species": ["S", "O", "N", "C", "C", "H", "H", "H", "H", "H"], "positions_angstrom": [[-2.378301, -1.691979, -0.849307], [-3.794588, -2.197375, -0.864309], [-0.801466, -1.824420, 0.040679], [-0.051626, -0.802911, -0.431942], [-0.199641, 0.400468, 0.451346], [0.963548, -1.150946, -0.471673], [-0.032477, 0.041980, 1.561250], [-1.220565, 0.839424, 0.199687], [-0.222901, -0.432648, -1.420424], [0.601726, 0.977415, 0.048215]], "atomic_forces_ev_per_a": [[2.0671, 1.2125, -0.4831], [3.3013, -0.3228, 1.6757], [-7.2629, -3.7118, -0.1242], [1.1026, 1.3739, -0.9635], [-0.6053, -0.6772, 1.6178], [0.7836, -0.2343, 0.2328], [-0.5436, 1.2874, -2.0998], [1.3695, -0.3493, 0.9077], [-0.6938, 0.0335, -1.2953], [0.4816, 1.3881, 0.5317]]}